No. 1
DFT (the ωB97M-V functional and the def2-TZVPD basis) results for a 8-piece molecular cluster, C4H27N2O8 overall.

Geometry as ORCA input:
```
! wB97M-V def2-TZVPD RIJCOSX def2/J DEFGRID3
* xyz 0 2
C 0.078 -1.740 1.252
O -1.270 -1.517 1.664
C 0.347 -0.931 -0.026
C 1.441 -1.571 -0.902
C 1.542 -1.122 -2.387
N 0.501 -0.317 -2.937
N 0.616 0.488 0.254
H 0.657 -1.174 1.996
H 0.370 -2.785 1.273
H -1.851 -2.053 1.109
H -0.507 -1.027 -0.702
H 2.398 -1.359 -0.410
H 1.262 -2.647 -0.895
H 2.525 -0.713 -2.628
H 1.619 -2.059 -2.953
H 0.478 0.672 -2.740
H -0.441 -0.670 -2.987
H 0.437 0.999 -0.626
H 1.584 0.709 0.527
H -0.014 0.885 0.968
H -0.317 3.030 1.281
H 0.982 3.966 0.904
O 0.421 3.210 0.663
H -3.065 1.834 -2.128
H -2.670 1.120 -0.867
O -2.336 1.331 -1.750
H -2.755 -4.328 -1.070
H -3.393 -4.180 0.317
O -2.871 -3.710 -0.343
H 0.353 3.223 -2.411
H 0.974 2.835 -1.065
O 0.929 2.571 -2.000
H 4.635 -0.719 1.349
H 4.526 0.890 1.528
O 4.084 0.062 1.294
H -2.122 1.699 2.161
H -2.162 2.765 0.895
O -1.871 1.904 1.240
H -1.833 0.420 4.469
H -1.523 -0.439 3.176
O -1.761 0.446 3.508
*
```

Computed properties:
- HOMO-LUMO gap (spin up / spin down): 2.37 / 8.93 eV
- Total energy: -23943.26852 eV
- LUMO energy (spin up / spin down): 0.0030 / 0.0001 Eh
- ΔE to the lowest compared entry with this formula, charge and spin: 0.0 kJ/mol
- HOMO level (spin up / spin down): -2.3 / -8.9 eV



No. 2
DFT (the ωB97M-V functional and the def2-TZVPD basis) results for a 8-piece molecular cluster, C4H27N3O7 overall.

Geometry as ORCA input:
```
! wB97M-V def2-TZVPD RIJCOSX def2/J DEFGRID3
* xyz 0 1
C 2.768 -0.333 -1.873
N 1.736 -0.156 -0.856
C 0.834 0.957 -1.145
C 0.400 1.711 0.101
N -0.797 1.148 0.711
C -0.778 1.214 2.176
N -0.782 -0.065 2.824
H 3.598 -0.899 -1.444
H 2.505 -0.993 -2.702
H 3.137 0.570 -2.345
H 1.178 -0.995 -0.837
H 0.020 0.611 -1.757
H 1.336 1.699 -1.760
H 1.267 1.624 0.745
H 0.201 2.770 -0.065
H -1.095 0.226 0.408
H 0.083 1.714 2.606
H -1.644 1.793 2.500
H 0.165 -0.393 2.736
H -1.362 -0.811 2.469
O -1.111 -1.792 -1.187
H -1.882 -1.919 -0.595
H -0.879 -2.722 -1.353
O 3.410 0.376 1.248
H 3.601 1.294 1.478
H 3.121 0.467 0.319
O 1.386 -1.457 1.568
H 1.364 -0.889 0.820
H 2.311 -1.386 1.826
O -3.493 1.213 -0.100
H -3.820 1.774 -0.804
H -2.833 1.765 0.325
O -3.056 -1.493 0.597
H -3.587 -1.674 1.363
H -3.353 -0.610 0.282
O 0.516 -3.304 -0.444
H 0.506 -4.067 0.138
H 1.099 -2.698 0.048
O -2.219 2.157 -2.473
H -1.892 2.266 -3.360
H -1.960 1.306 -2.189
*
```

Computed properties:
- HOMO-LUMO gap: 8.88 eV
- SMILES string: CNCCNCN.O.O.O.O.O.O.O
- Total energy: -23388.13713 eV
- LUMO energy: 0.0208 Eh
- ΔE to the lowest compared entry with this formula, charge and spin: 96.3 kJ/mol
- HOMO level: -8.3 eV



No. 3
DFT (the ωB97M-V functional and the def2-TZVPD basis) results for a 10-piece molecular cluster, C4H27NO11 overall.

Geometry as ORCA input:
```
! wB97M-V def2-TZVPD RIJCOSX def2/J DEFGRID3
* xyz 0 1
N 0.425 -0.019 1.100
C -1.035 -0.137 1.105
C -1.565 -1.290 1.917
O -1.274 -2.545 1.293
C -1.594 1.206 1.602
C -1.012 2.355 0.837
O -0.963 2.358 -0.379
H 0.924 -0.883 1.292
H 0.797 0.712 1.699
H -1.332 -0.253 0.056
H -2.656 -1.320 1.954
H -1.217 -1.310 2.963
H -0.328 -2.621 1.086
H -2.671 1.040 1.483
H -1.447 1.410 2.667
H -0.475 3.108 1.412
O 1.782 -2.542 0.506
H 2.270 -3.356 0.627
H 1.623 -2.358 -0.435
O 1.933 -1.861 -2.246
H 1.663 -1.019 -1.808
H 1.273 -2.274 -2.800
O -1.155 1.343 -3.000
H -1.519 1.873 -2.266
H -1.245 1.816 -3.831
O -4.089 -2.138 -0.871
H -3.666 -1.754 -1.682
H -3.368 -2.609 -0.463
O 1.385 0.545 -1.436
H 0.958 0.609 -0.553
H 0.938 0.956 -2.171
O 2.381 2.981 -0.160
H 1.852 3.211 -0.925
H 2.481 2.024 -0.238
O -2.201 -1.171 -2.927
H -1.448 -1.762 -2.811
H -2.068 -0.232 -2.757
O 3.421 -0.239 1.177
H 2.764 -0.158 0.496
H 3.619 -1.160 1.314
O 1.562 2.486 2.532
H 2.318 1.915 2.763
H 1.959 3.063 1.877
*
```

Computed properties:
- HOMO-LUMO gap: 10.19 eV
- SMILES string: N[C@@H](CO)CC=O.O.O.O.O.O.O.O.O.O
- Total energy: -28599.26369 eV
- LUMO energy: 0.0046 Eh
- ΔE to the lowest compared entry with this formula, charge and spin: 284.2 kJ/mol
- HOMO level: -10.1 eV



No. 4
DFT (the ωB97M-V functional and the def2-TZVPD basis) results for a 9-piece molecular cluster, C4H27NO9 overall.

Geometry as ORCA input:
```
! wB97M-V def2-TZVPD RIJCOSX def2/J DEFGRID3
* xyz 0 1
N -0.507 -0.526 -1.993
C 0.913 -0.715 -2.297
C 1.715 -1.279 -1.125
C 2.044 -0.240 -0.035
C 1.588 -0.754 1.333
O 0.272 -1.303 1.328
H -0.790 0.444 -1.903
H -0.814 -0.824 -1.068
H 0.963 -1.375 -3.161
H 1.368 0.229 -2.608
H 2.619 -1.810 -1.378
H 1.032 -1.978 -0.654
H 1.576 0.735 -0.187
H 3.123 -0.129 -0.024
H 1.537 0.087 2.032
H 2.242 -1.470 1.837
H 0.305 -2.267 1.379
O 0.292 3.383 0.111
H 0.319 3.332 1.083
H -0.168 2.567 -0.147
O -3.454 1.029 1.544
H -3.863 0.670 2.340
H -3.019 0.220 1.209
O -2.440 -1.654 0.818
H -2.686 -2.213 0.066
H -1.528 -1.957 0.935
O 0.069 -3.838 0.486
H 0.537 -4.624 0.199
H -0.499 -3.528 -0.249
O 3.530 3.465 -0.831
H 3.362 2.530 -0.690
H 2.989 3.657 -1.604
O -1.601 -3.094 -1.559
H -1.695 -3.753 -2.252
H -1.592 -2.230 -2.010
O -1.930 2.114 -1.030
H -2.464 1.819 -0.292
H -2.139 3.047 -1.140
O 0.665 2.862 2.850
H 1.441 2.300 2.749
H 0.972 3.547 3.445
*
```

Computed properties:
- HOMO-LUMO gap: 9.79 eV
- SMILES string: NCCCCO.O.O.O.O.O.O.O.O
- Total energy: -24503.96885 eV
- LUMO energy: 0.0080 Eh
- ΔE to the lowest compared entry with this formula, charge and spin: 159.6 kJ/mol
- HOMO level: -9.6 eV



No. 5
DFT (the ωB97M-V functional and the def2-TZVPD basis) results for C4H28AgO16P as an isolated structure.

Geometry as ORCA input:
```
! wB97M-V def2-TZVPD RIJCOSX def2/J DEFGRID3
* xyz -1 2
Ag -0.639 -1.581 3.196
P -0.197 -0.213 0.784
O -1.565 -0.602 1.431
O 0.853 -0.943 1.711
O 0.098 1.257 0.710
O -0.065 -0.957 -0.580
O 3.218 -1.171 3.166
H 3.559 -2.049 2.969
H 2.304 -1.191 2.843
O -3.429 -0.735 -0.596
H -2.734 -0.772 0.087
H -3.270 -1.510 -1.151
O -3.535 1.116 2.208
H -2.805 0.555 1.867
H -3.567 0.939 3.152
O -2.071 1.945 -0.854
H -1.240 1.761 -0.374
H -2.453 1.082 -1.072
O 0.295 2.067 3.304
H 0.340 1.640 2.429
H -0.278 1.497 3.820
O 1.717 -3.371 1.093
H 1.323 -2.481 1.262
H 1.404 -3.935 1.807
O 0.902 0.966 -2.423
H 1.076 1.597 -1.717
H 0.299 0.316 -2.025
O -1.499 -3.484 0.095
H -1.222 -3.584 1.008
H -1.066 -2.676 -0.206
C 1.084 4.412 -0.095
C 2.410 4.089 0.574
O 2.729 2.708 0.409
O -0.036 3.913 0.643
H 1.021 4.109 -1.145
H 0.881 5.489 -0.094
H 2.421 4.395 1.620
H 3.173 4.622 0.000
H 1.913 2.205 0.533
H -0.005 2.937 0.556
C -0.727 -2.229 -3.684
C 0.454 -3.099 -3.269
O 1.350 -2.393 -2.416
O -1.614 -1.896 -2.613
H -1.404 -2.547 -4.477
H -0.254 -1.306 -4.059
H 1.032 -3.548 -4.074
H 0.059 -3.941 -2.676
H 0.823 -1.901 -1.763
H -1.060 -1.502 -1.918
*
```

Computed properties:
- HOMO-LUMO gap (spin up / spin down): 6.30 / 4.33 eV
- Total energy: -50652.66628 eV
- LUMO energy (spin up / spin down): -0.0200 / -0.0924 Eh
- HOMO level (spin up / spin down): -6.8 / -6.8 eV



No. 6
DFT (the ωB97M-V functional and the def2-TZVPD basis) results for a 10-piece molecular cluster, C4H28N2O11 overall.

Geometry as ORCA input:
```
! wB97M-V def2-TZVPD RIJCOSX def2/J DEFGRID3
* xyz 1 2
N -2.702 2.650 0.258
C -2.195 2.823 1.588
C -0.598 2.667 1.797
N -0.179 1.294 1.960
C -0.706 0.466 3.011
C -0.610 -1.017 2.730
O 0.110 -1.369 1.608
O -1.028 -1.904 3.386
H -2.307 3.210 -0.470
H -2.420 1.731 -0.050
H -2.671 2.097 2.296
H -2.509 3.767 2.063
H -0.021 2.945 0.921
H -0.278 3.309 2.687
H -0.218 0.833 1.035
H -1.595 0.794 3.536
H -0.232 0.730 4.091
H 0.324 -0.836 0.851
H -0.281 -1.359 -2.781
H -0.585 -0.073 -3.609
O -0.267 -0.978 -3.650
H 4.230 2.048 -0.393
H 4.020 0.661 -0.868
O 4.464 1.486 -1.133
H -1.267 -3.324 -2.134
H -2.440 -3.451 -0.944
O -2.179 -3.373 -1.857
H -1.442 1.935 -3.750
H -2.335 1.214 -2.639
O -1.430 1.361 -2.966
H 0.449 -3.335 -3.541
H 1.902 -3.359 -2.865
O 0.963 -3.440 -2.727
H 1.509 0.990 3.041
H 2.000 0.181 1.966
O 2.395 0.822 2.588
H -1.492 0.301 -1.018
H -0.012 0.591 -1.227
O -0.679 0.375 -0.507
H 0.878 -3.106 1.185
H 0.805 -2.826 -0.464
O 1.160 -3.269 0.293
H 2.118 1.175 -3.373
H 2.825 1.874 -2.197
O 2.059 1.951 -2.769
*
```

Computed properties:
- HOMO-LUMO gap (spin up / spin down): 10.16 / 5.59 eV
- Total energy: -30094.28572 eV
- LUMO energy (spin up / spin down): -0.1289 / -0.2968 Eh
- ΔE to the lowest compared entry with this formula, charge and spin: 179.7 kJ/mol
- HOMO level (spin up / spin down): -13.7 / -13.7 eV



No. 7
DFT (the ωB97M-V functional and the def2-TZVPD basis) results for a 11-piece molecular cluster, C4H28NO12 overall.

Geometry as ORCA input:
```
! wB97M-V def2-TZVPD RIJCOSX def2/J DEFGRID3
* xyz -1 1
N -0.108 -0.185 0.733
H -1.062 0.049 0.967
H 0.473 0.023 1.533
H 0.212 0.394 -0.030
H -0.132 -1.175 0.536
C 3.098 0.757 4.469
O 3.838 1.042 5.422
O 2.252 -0.139 4.698
O 3.134 1.295 3.321
O 0.339 -4.483 0.679
H 0.687 -5.308 0.339
H 0.347 -4.593 1.630
O -5.171 -1.260 -1.046
H -5.551 -0.848 -1.821
H -4.884 -0.527 -0.501
O -3.874 1.913 1.574
H -4.268 2.768 1.401
H -3.311 2.057 2.334
O -2.818 -4.352 -2.338
H -2.054 -4.304 -1.763
H -3.389 -3.646 -2.037
O -0.224 -4.257 4.902
H -0.988 -4.151 5.469
H 0.192 -3.395 4.895
O 5.056 0.381 -0.416
H 4.529 -0.416 -0.467
H 4.714 0.846 0.347
O -1.578 1.582 5.230
H -0.668 1.290 5.263
H -2.029 1.037 5.875
O 0.566 4.798 2.169
H 1.157 4.050 2.255
H 0.320 5.013 3.069
C 0.274 -0.098 -4.730
C 1.295 1.068 -4.642
C 1.068 2.146 -5.744
O 1.172 1.686 -3.360
H 0.660 -0.907 -4.111
H 0.336 -0.440 -5.763
H -0.744 0.174 -4.451
H 2.294 0.635 -4.676
H 0.172 2.721 -5.511
H 0.868 1.618 -6.677
H 1.964 2.760 -5.654
H 1.835 2.380 -3.373
*
```

Computed properties:
- HOMO-LUMO gap: 2.41 eV
- Total energy: -30659.39676 eV
- LUMO energy: 0.0435 Eh
- ΔE to the lowest compared entry with this formula, charge and spin: 731.9 kJ/mol
- HOMO level: -1.2 eV



No. 8
DFT (the ωB97M-V functional and the def2-TZVPD basis) results for a 10-piece molecular cluster, C4H28O11 overall.

Geometry as ORCA input:
```
! wB97M-V def2-TZVPD RIJCOSX def2/J DEFGRID3
* xyz 0 1
O 1.526 0.384 -2.253
C 0.772 1.526 -1.790
C 0.092 1.199 -0.474
C -0.543 2.407 0.163
C 0.214 2.829 1.447
O 0.330 1.734 2.354
H 2.150 0.104 -1.536
H 1.397 2.406 -1.720
H 0.019 1.699 -2.600
H 0.788 0.671 0.221
H -0.699 0.438 -0.602
H -1.628 2.176 0.491
H -0.572 3.256 -0.450
H -0.282 3.652 1.972
H 1.291 3.162 1.249
H -0.452 1.128 2.195
O -2.629 0.507 -2.348
H -3.193 0.417 -1.519
H -1.942 -0.134 -2.252
O 2.761 0.666 2.113
H 1.755 0.904 2.271
H 3.248 1.485 2.050
O 2.963 -0.650 -0.212
H 2.851 -0.186 0.673
H 3.902 -0.841 -0.293
O -3.671 -0.132 0.040
H -3.164 -0.963 -0.035
H -3.202 0.354 0.735
O -1.740 0.086 1.955
H -1.552 -0.603 1.283
H -2.073 -0.354 2.714
O -0.140 -1.645 -2.175
H -0.346 -1.969 -3.021
H 0.473 -0.891 -2.281
O -0.175 -3.756 1.281
H 0.537 -3.577 0.609
H 0.206 -3.640 2.109
O 1.597 -2.935 -0.561
H 2.069 -2.201 -0.352
H 0.952 -2.555 -1.243
O -1.592 -1.835 0.094
H -1.196 -2.554 0.490
H -1.099 -1.769 -0.792
*
```

Computed properties:
- HOMO-LUMO gap: 10.75 eV
- SMILES string: OCCCCO.O.O.O.O.O.O.O.O.O
- Total energy: -27126.00749 eV
- LUMO energy: 0.0091 Eh
- ΔE to the lowest compared entry with this formula, charge and spin: 0.0 kJ/mol
- HOMO level: -10.5 eV